Molecular formula: C3H11N2O2
Method: DFT, the ωB97M-V functional and the def2-TZVPD basis

## Properties
E_HOMO	-3.242	eV
net charge	-1
frontier orbital gap	7.33	eV
relative energy (zero: lowest compared OMol25 entry of this formula, charge and spin)	11.95	kcal per mole
calculated total energy	-380.8808	Eh
E_LUMO	4.1	eV

Cartesian coordinates (Å):
C: -0.230 1.277 -0.979
O: 0.080 0.705 0.221
C: -1.511 0.694 -1.564
N: -1.750 1.080 -2.954
H: -0.357 2.386 -0.921
H: 0.561 1.098 -1.751
H: -1.422 -0.390 -1.478
H: -2.378 0.999 -0.959
H: -2.082 2.037 -2.987
H: -0.870 1.095 -3.460
N: 1.157 -0.420 2.261
C: 1.040 -1.788 1.930
O: 2.098 -2.617 2.464
H: 0.834 -0.218 3.196
H: 0.785 0.247 1.510
H: 0.104 -2.212 2.328
H: 1.057 -1.891 0.844
H: 2.884 -2.083 2.298

Computed natural (NBO) charges, given in elementary charges: -0.018, -0.984, -0.237, -0.855, 0.081, 0.072, 0.173, 0.165, 0.334, 0.338, -0.923, 0.091, -0.770, 0.331, 0.467, 0.119, 0.160, 0.455